No. 1
{"formula": "C8H13Cl", "method": "ωB97M-V with the def2-TZVPD basis set", "elements": ["C", "C", "C", "C", "C", "C", "C", "C", "Cl", "H", "H", "H", "H", "H", "H", "H", "H", "H", "H", "H", "H", "H"], "coordinates": [[-2.548, -0.553, 0.946], [-2.968, 0.103, 0.050], [0.598, -0.627, -0.270], [0.752, 0.635, 0.168], [0.354, -0.797, -1.757], [0.821, -1.970, 0.341], [1.050, 0.939, 1.712], [0.366, 1.847, -0.614], [-3.584, 1.079, -1.133], [-2.112, -1.082, 1.691], [0.443, -1.773, -2.223], [1.021, -0.058, -2.204], [-0.796, -0.462, -2.045], [1.760, -2.354, 0.032], [-0.065, -2.542, 0.104], [0.834, -1.880, 1.439], [0.107, 1.573, 2.016], [1.985, 1.396, 1.899], [1.096, 0.063, 2.267], [1.046, 2.008, -1.451], [0.493, 2.781, -0.123], [-0.655, 1.672, -0.844]], "forces_ev_per_a": [[-0.4, 0.7, -1.0], [-0.6, 0.8, -0.9], [0.6, 0.4, -1.7], [0.6, -0.7, 3.4], [-3.1, 2.0, -0.7], [-0.9, 1.7, 2.3], [-3.3, 1.1, -2.6], [1.4, -0.7, -0.3], [0.1, -0.3, 0.2], [0.9, -1.3, 1.7], [0.4, -0.2, 0.4], [-0.2, -0.3, -0.8], [2.7, -0.6, 0.7], [0.6, -0.8, -0.5], [0.1, -0.7, -0.3], [0.2, -0.2, -0.2], [2.1, -1.0, 0.0], [0.8, 1.2, -0.1], [-0.3, -1.7, 1.0], [-0.5, -0.4, -0.7], [-0.2, 0.6, 1.2], [-0.9, 0.4, -1.0]], "relative_energy_ev": 2.181, "orbital_gap_ha": 0.3370, "largest_force_ev_per_a": 4.32, "molar_mass_g_mol": 144.6, "charge": 0}

No. 2
{"formula": "C23H60N10O14Zn2", "method": "ωB97M-V with the def2-TZVPD basis set", "elements": ["Zn", "Zn", "C", "O", "O", "O", "C", "O", "O", "O", "C", "O", "N", "N", "H", "H", "H", "H", "C", "O", "N", "N", "H", "H", "H", "H", "C", "O", "N", "N", "H", "H", "H", "H", "C", "O", "C", "C", "N", "C", "C", "O", "C", "H", "H", "H", "H", "H", "H", "H", "H", "H", "H", "H", "H", "H", "H", "H", "C", "C", "C", "O", "C", "N", "H", "H", "H", "H", "H", "H", "H", "H", "H", "H", "H", "C", "C", "C", "O", "C", "N", "H", "H", "H", "H", "H", "H", "H", "H", "H", "H", "H", "C", "C", "C", "O", "C", "N", "H", "H", "H", "H", "H", "H", "H", "H", "H", "H", "H"], "coordinates": [[-2.586, -0.352, 2.771], [-0.316, -0.586, 5.007], [-0.154, -0.776, 2.396], [-1.096, -1.304, 1.789], [0.468, -1.307, 3.284], [-0.585, 0.196, 3.009], [-2.754, -0.042, 5.361], [-1.735, 0.437, 5.860], [-3.170, 0.510, 4.388], [-2.351, -1.049, 4.754], [-2.758, 2.523, 1.372], [-2.641, 1.312, 1.491], [-3.905, 3.056, 1.119], [-1.941, 3.519, 1.559], [-4.731, 2.477, 1.084], [-3.852, 4.050, 0.943], [-0.954, 3.317, 1.478], [-2.289, 4.425, 1.280], [3.401, -3.232, 4.671], [2.733, -3.102, 5.707], [4.694, -3.452, 4.687], [2.909, -3.185, 3.507], [5.313, -3.462, 3.888], [5.033, -3.624, 5.622], [2.043, -2.685, 3.361], [3.328, -3.496, 2.643], [-0.423, -5.027, 2.211], [-0.472, -6.222, 2.252], [-0.203, -4.263, 3.206], [-0.585, -4.301, 1.173], [-0.141, -3.269, 3.038], [0.043, -4.709, 4.079], [-0.663, -3.311, 1.356], [-1.000, -4.656, 0.324], [0.886, 7.327, -0.900], [1.736, 6.347, -1.480], [1.721, 6.262, -2.838], [2.673, 5.024, -3.153], [2.020, 3.730, -2.887], [1.386, 3.452, -1.577], [2.445, 3.542, -0.346], [1.862, 3.059, 0.826], [1.376, 1.634, 0.787], [-0.170, 7.178, -1.124], [1.101, 8.283, -1.378], [1.093, 7.151, 0.156], [2.271, 7.146, -3.162], [0.745, 6.050, -3.274], [3.636, 5.049, -2.643], [2.995, 5.115, -4.191], [2.395, 2.968, -3.433], [1.101, 2.409, -1.714], [0.424, 3.957, -1.494], [2.831, 4.557, -0.254], [3.279, 2.867, -0.543], [0.318, 1.493, 0.566], [1.510, 1.191, 1.774], [2.049, 1.036, 0.173], [-3.980, -3.195, 2.665], [-4.669, -2.276, 1.706], [-6.146, -2.457, 1.433], [-6.250, -3.619, 0.566], [-7.481, -4.141, 0.217], [-4.498, -0.903, 2.079], [-4.112, -4.256, 2.455], [-4.278, -3.136, 3.711], [-2.949, -2.853, 2.757], [-4.219, -2.434, 0.726], [-6.599, -1.596, 0.942], [-6.633, -2.595, 2.398], [-8.019, -3.328, -0.271], [-7.927, -4.603, 1.098], [-7.549, -4.945, -0.516], [-5.141, -0.387, 1.496], [-5.019, -0.710, 2.922], [-0.846, 1.550, -5.600], [0.285, 1.361, -4.568], [0.011, 0.222, -3.531], [-1.225, 0.368, -2.696], [-1.410, -0.723, -1.799], [1.530, 1.150, -5.330], [-1.832, 1.478, -5.140], [-0.939, 0.782, -6.368], [-0.840, 2.455, -6.207], [0.554, 2.249, -3.995], [0.867, 0.277, -2.859], [0.140, -0.741, -4.025], [-0.746, -0.738, -0.934], [-1.547, -1.629, -2.389], [-2.389, -0.576, -1.343], [1.544, 0.218, -5.721], [1.641, 1.745, -6.138], [4.774, -0.628, -3.137], [5.133, -1.077, -1.710], [4.140, -1.920, -1.046], [2.891, -1.246, -0.944], [1.878, -2.002, -0.399], [6.278, -1.945, -1.816], [4.133, 0.249, -3.045], [4.239, -1.321, -3.786], [5.540, -0.312, -3.845], [5.295, -0.222, -1.053], [4.553, -2.111, -0.055], [4.051, -2.973, -1.315], [1.636, -2.824, -1.072], [1.047, -1.335, -0.170], [2.202, -2.533, 0.495], [6.026, -2.671, -2.471], [6.510, -2.381, -0.935]], "forces_ev_per_a": [[0.2, 0.5, -3.8], [1.2, 0.2, -2.0], [-5.7, -0.3, 3.8], [-0.6, -3.8, -5.9], [9.4, -8.9, 3.3], [-3.7, 12.1, 2.2], [7.7, 1.0, -0.4], [1.7, 3.9, 7.7], [-9.0, 7.0, -3.5], [-0.8, -11.3, -1.6], [-0.9, -0.6, 0.6], [0.9, -1.5, 0.2], [-4.3, 0.8, -1.2], [4.4, 0.9, 0.4], [0.0, 0.6, -0.3], [-1.6, -0.5, -0.2], [0.2, 0.5, 0.1], [1.0, -0.1, 0.2], [0.1, -0.1, 3.7], [-0.2, 0.5, 0.0], [2.9, -0.7, 1.6], [-3.5, 0.9, -6.1], [-0.3, 0.0, 0.3], [0.5, 0.0, -0.4], [-0.1, -0.3, 0.2], [0.4, 0.0, 0.5], [-0.4, -3.2, -0.2], [-0.1, -2.8, 0.1], [1.0, 2.6, 5.7], [-1.1, 3.1, -5.9], [0.4, -0.3, 0.9], [0.1, 0.5, 0.0], [-0.3, 0.0, -0.9], [0.2, -0.1, 0.3], [0.5, -0.9, -0.7], [-1.1, -0.1, 2.2], [2.8, -1.8, -0.9], [-0.9, 0.0, 0.0], [-0.6, 1.4, -0.2], [2.5, -0.9, -0.8], [-1.6, -1.0, -2.1], [-1.8, -1.6, 1.6], [1.6, 1.4, 0.4], [-0.3, -0.5, 0.0], [0.4, 0.5, 0.7], [-0.3, 1.0, 0.1], [-0.6, 0.3, -1.0], [-0.2, 0.4, -0.2], [0.0, 0.8, 0.6], [-0.5, -0.4, -0.3], [0.0, -0.1, 0.5], [0.0, -0.3, 0.5], [0.3, 0.6, 0.5], [-0.3, -0.1, 0.5], [0.3, 0.1, -0.7], [0.0, 0.4, -0.6], [0.1, 0.6, 0.4], [-0.2, 0.1, -0.6], [-0.1, -0.2, 1.2], [-0.6, -1.0, -1.4], [-0.6, -2.5, -0.6], [2.4, 0.5, 0.6], [-1.5, 0.5, 0.3], [0.1, 1.4, 1.0], [0.5, 0.2, -0.5], [-0.8, 0.4, 0.1], [0.5, -0.7, -0.5], [0.4, 0.2, 0.0], [0.0, 0.2, -0.2], [-0.5, -0.3, 0.1], [-0.9, 0.0, 0.4], [-0.7, 0.5, 0.1], [1.4, 0.0, -0.2], [0.8, 0.7, -1.1], [-0.1, -0.5, 1.1], [-1.3, -0.1, 0.5], [-0.6, 0.3, -1.1], [0.4, 0.8, 0.6], [1.8, -0.1, -1.4], [-1.1, 0.7, -0.6], [0.7, -1.3, 0.9], [-0.1, 0.4, 0.3], [0.7, -0.6, 0.2], [0.4, 0.4, 0.5], [-1.0, 0.3, 0.0], [0.1, -0.1, 0.3], [-0.8, -0.4, 0.0], [0.6, -0.3, -0.5], [0.7, -0.5, 0.3], [-0.2, 0.3, 0.0], [0.0, -0.3, 0.0], [-0.4, 0.5, 0.2], [-0.9, 1.1, -0.3], [0.7, -0.4, -2.0], [-2.0, -0.2, 1.8], [0.9, 0.6, -0.3], [0.1, -0.8, 0.2], [1.5, 0.2, -0.1], [-0.3, 0.0, -0.1], [-0.4, -0.6, 0.6], [0.9, 0.0, 0.9], [0.4, 0.2, -0.3], [-0.1, 0.4, 0.9], [-0.4, 0.0, -1.4], [-0.7, 0.0, -0.3], [-0.1, -0.3, -0.1], [0.1, 0.2, 0.6], [0.3, -0.2, -0.1], [0.1, -0.1, 0.1]], "s2": 0.759, "orbital_gap_ha": [0.1414, 0.1040], "largest_force_ev_per_a": 13.38, "molar_mass_g_mol": 831.6, "multiplicity": 2, "charge": 1}

No. 3
{"formula": "C21H29N3O4", "method": "ωB97M-V with the def2-TZVPD basis set", "elements": ["C", "C", "H", "H", "O", "C", "O", "C", "C", "N", "C", "O", "C", "N", "C", "C", "C", "H", "H", "H", "C", "C", "C", "H", "H", "H", "H", "H", "H", "H", "H", "H", "H", "H", "H", "C", "C", "C", "C", "C", "C", "N", "H", "H", "H", "O", "C", "C", "H", "H", "H", "H", "H", "H", "H", "H", "H"], "coordinates": [[3.577, 3.918, -0.845], [2.614, 4.389, 0.236], [2.996, 4.117, 1.226], [2.455, 5.468, 0.182], [1.319, 3.816, 0.067], [1.152, 2.561, 0.526], [2.026, 1.933, 1.103], [-0.170, 2.048, 0.273], [-0.638, 0.767, 0.568], [0.190, -0.162, 1.172], [0.100, -1.519, 1.253], [-0.844, -2.179, 0.870], [1.369, -2.150, 1.833], [2.377, -2.437, 0.828], [2.933, -1.264, 0.180], [4.202, -1.648, -0.585], [4.831, -0.416, -1.227], [4.141, 0.035, -1.937], [5.741, -0.685, -1.758], [5.078, 0.324, -0.469], [3.853, -2.712, -1.625], [3.178, -3.894, -0.939], [1.958, -3.419, -0.155], [1.501, -4.260, 0.371], [1.209, -3.009, -0.853], [3.880, -4.361, -0.246], [2.872, -4.640, -1.675], [4.756, -3.040, -2.145], [3.174, -2.283, -2.366], [4.908, -2.081, 0.132], [3.182, -0.522, 0.943], [2.221, -0.803, -0.530], [1.092, -3.098, 2.303], [1.812, -1.493, 2.585], [1.077, 0.263, 1.440], [-1.996, 0.716, 0.146], [-2.987, -0.271, 0.195], [-4.234, 0.022, -0.315], [-4.506, 1.296, -0.862], [-3.554, 2.281, -0.910], [-2.289, 1.992, -0.403], [-1.180, 2.773, -0.320], [-1.088, 3.729, -0.615], [-3.774, 3.251, -1.328], [-5.501, 1.469, -1.242], [-5.299, -0.828, -0.331], [-5.143, -2.153, 0.142], [-4.404, -3.057, -0.839], [-3.364, -2.758, -0.941], [-4.436, -4.082, -0.480], [-4.880, -3.009, -1.815], [-6.169, -2.509, 0.274], [-4.646, -2.157, 1.120], [-2.738, -1.231, 0.612], [3.181, 4.149, -1.831], [4.535, 4.416, -0.721], [3.726, 2.844, -0.766]], "forces_ev_per_a": [[-0.4, 0.0, 0.2], [0.6, 0.1, 0.1], [-0.1, 0.1, -0.1], [0.0, -0.1, 0.1], [-0.4, -0.3, -0.1], [0.2, 0.1, 0.1], [-0.1, 0.2, -0.1], [-0.3, -0.6, 0.1], [0.2, 0.8, -0.3], [0.4, 0.2, 0.3], [0.2, 0.0, 0.2], [-0.1, -0.2, -0.1], [0.0, -0.2, 0.0], [-0.1, 0.1, 0.1], [0.5, -0.1, 0.0], [-0.2, 0.3, -0.3], [-0.1, -0.2, 0.2], [-0.1, 0.1, -0.1], [0.1, 0.0, -0.1], [0.1, 0.1, 0.0], [0.1, -0.1, 0.3], [-0.2, 0.1, -0.2], [0.2, -0.3, -0.1], [-0.1, 0.0, 0.0], [0.0, 0.0, 0.0], [0.0, -0.1, 0.0], [0.0, -0.1, 0.0], [0.0, 0.0, -0.1], [0.0, 0.1, -0.1], [0.0, 0.0, 0.0], [-0.1, 0.1, 0.0], [0.0, 0.1, 0.0], [-0.1, 0.2, 0.0], [0.0, 0.0, 0.0], [-0.2, -0.2, 0.0], [-0.1, 0.4, -0.2], [-0.6, -0.2, -0.1], [0.3, 0.0, 0.1], [0.1, 0.1, 0.0], [-0.2, -0.1, -0.1], [0.1, -0.5, 0.2], [0.1, 0.3, 0.0], [0.0, -0.1, 0.0], [-0.1, 0.1, -0.1], [-0.1, 0.0, -0.1], [-0.1, 0.2, -0.1], [0.0, -0.4, 0.0], [-0.1, 0.4, 0.2], [0.1, 0.0, 0.0], [0.0, -0.1, 0.0], [0.0, 0.0, -0.1], [0.2, 0.0, 0.1], [-0.1, 0.0, 0.0], [0.0, -0.1, 0.0], [0.0, 0.0, -0.1], [0.1, 0.1, 0.0], [0.1, -0.1, 0.0]], "relative_energy_ev": 1.016, "orbital_gap_ha": 0.2907, "largest_force_ev_per_a": 0.84, "molar_mass_g_mol": 387.5, "charge": 0}

No. 4
{"formula": "C36H30BaN8O4S2", "method": "ωB97M-V with the def2-TZVPD basis set", "elements": ["Ba", "O", "C", "C", "C", "C", "C", "C", "C", "O", "N", "N", "C", "C", "C", "C", "C", "C", "C", "O", "H", "H", "H", "H", "H", "H", "H", "H", "H", "H", "C", "C", "N", "N", "C", "S", "S", "C", "C", "C", "C", "C", "C", "C", "C", "C", "C", "C", "C", "C", "O", "H", "H", "H", "H", "H", "H", "H", "H", "H", "H", "H", "H", "H", "H", "N", "C", "C", "N", "C", "C", "N", "C", "C", "N", "H", "H", "H", "H", "H", "H"], "coordinates": [[0.461, -0.048, -0.737], [3.620, -0.226, -4.460], [4.754, -0.525, -3.817], [5.862, -0.928, -4.573], [7.050, -1.275, -3.959], [7.161, -1.225, -2.576], [6.076, -0.815, -1.819], [4.866, -0.452, -2.409], [3.694, -0.024, -1.578], [2.579, 0.146, -2.190], [3.960, 0.170, -0.322], [2.873, 0.560, 0.391], [3.146, 0.995, 1.562], [2.221, 1.553, 2.496], [2.785, 2.102, 3.654], [2.040, 2.779, 4.602], [0.673, 2.936, 4.383], [0.067, 2.404, 3.270], [0.787, 1.660, 2.283], [0.200, 1.146, 1.278], [2.974, -0.044, -3.689], [5.750, -0.967, -5.652], [7.894, -1.589, -4.565], [8.092, -1.503, -2.092], [6.135, -0.754, -0.741], [4.191, 1.004, 1.894], [3.858, 2.001, 3.795], [2.513, 3.195, 5.485], [0.070, 3.480, 5.106], [-1.001, 2.515, 3.115], [-3.907, 1.938, 0.181], [-2.944, 1.258, -0.773], [-2.375, 0.141, -0.476], [-2.839, -0.346, 0.713], [-2.397, -1.468, 1.121], [-1.263, -2.611, 0.597], [-3.139, -2.177, 2.619], [-4.420, -0.972, 3.075], [-4.155, -0.163, 4.307], [-2.867, 0.212, 4.683], [-2.661, 0.986, 5.814], [-3.735, 1.396, 6.590], [-5.022, 1.034, 6.223], [-5.229, 0.262, 5.091], [-2.747, 1.904, -2.049], [-3.878, 2.471, -2.644], [-3.841, 3.117, -3.869], [-2.619, 3.229, -4.522], [-1.479, 2.697, -3.970], [-1.474, 1.999, -2.720], [-0.399, 1.522, -2.239], [-3.428, 2.004, 1.159], [-4.817, 1.346, 0.310], [-4.170, 2.936, -0.162], [-5.360, -1.511, 3.193], [-4.512, -0.310, 2.207], [-2.026, -0.096, 4.074], [-1.652, 1.284, 6.073], [-3.569, 2.001, 7.475], [-5.870, 1.352, 6.822], [-6.238, -0.022, 4.807], [-4.830, 2.391, -2.132], [-4.745, 3.533, -4.300], [-2.563, 3.743, -5.477], [-0.521, 2.780, -4.474], [-0.478, -3.995, -3.194], [-1.529, -3.357, -3.784], [-1.402, -2.044, -3.427], [-0.325, -1.865, -2.629], [0.208, -3.048, -2.483], [1.349, -3.349, -1.726], [1.943, -2.578, -0.858], [2.997, -3.276, -0.383], [3.057, -4.512, -0.968], [1.990, -4.554, -1.831], [-0.353, -4.988, -3.155], [-2.252, -3.888, -4.381], [-2.035, -1.204, -3.676], [3.663, -2.830, 0.340], [3.745, -5.334, -0.865], [1.759, -5.311, -2.443]], "forces_ev_per_a": [[0.1, -1.3, 0.4], [-0.3, 0.0, 0.4], [0.4, -0.1, 0.2], [-0.1, 0.0, -0.1], [0.0, 0.0, -0.1], [0.2, 0.0, 0.1], [-0.1, 0.1, -0.1], [0.1, -0.2, -0.3], [0.4, 0.1, -0.6], [0.6, 0.0, -0.4], [0.9, -0.4, -0.1], [-0.4, 0.5, 0.8], [0.4, -0.3, -0.4], [-0.9, 0.5, 0.7], [-0.1, 0.0, 0.0], [0.3, 0.1, 0.2], [-0.2, 0.0, 0.0], [0.0, -0.2, -0.1], [0.5, 0.1, 0.2], [0.0, 0.9, 1.5], [-0.1, 0.1, -0.2], [0.0, 0.0, 0.0], [0.0, 0.0, 0.0], [-0.1, 0.0, 0.0], [0.0, 0.0, 0.0], [0.1, -0.1, -0.2], [0.0, 0.0, 0.0], [0.0, 0.0, 0.0], [0.0, 0.0, 0.0], [0.0, 0.0, 0.0], [0.1, -0.1, 0.2], [-0.2, -0.3, 0.7], [-0.2, 0.4, -0.6], [-0.5, 0.0, 0.9], [-0.2, -0.9, 0.7], [0.6, -0.2, -0.6], [-0.3, 0.5, -0.1], [0.0, -0.2, -0.2], [0.0, 0.1, 0.2], [0.0, 0.1, -0.1], [0.1, 0.1, -0.1], [0.0, 0.1, 0.1], [-0.1, 0.0, 0.1], [0.1, -0.1, 0.0], [0.3, 0.5, -1.1], [0.1, 0.1, -0.2], [-0.3, 0.0, 0.0], [0.1, 0.0, -0.1], [0.2, -0.1, 0.1], [-0.5, 0.2, -0.2], [-0.5, 1.0, -0.9], [-0.1, 0.0, 0.0], [0.0, 0.0, 0.0], [0.1, 0.0, 0.0], [-0.1, 0.0, 0.0], [0.1, -0.1, 0.0], [0.0, 0.0, 0.0], [0.0, 0.0, 0.0], [0.0, 0.0, 0.0], [0.0, 0.0, 0.0], [0.0, 0.0, 0.0], [0.0, 0.0, 0.0], [0.0, 0.0, 0.0], [0.0, 0.0, 0.0], [0.0, 0.0, 0.0], [0.3, 0.1, 0.3], [-0.4, 0.3, -0.3], [-0.7, 0.2, -0.4], [0.2, -0.6, -0.4], [-1.3, 0.1, -1.1], [1.4, -0.9, 0.7], [-0.3, 0.3, -0.2], [0.7, -0.3, 0.3], [0.2, 0.1, 0.2], [0.1, 0.2, 0.2], [0.0, 0.0, 0.1], [0.0, 0.1, 0.0], [0.0, -0.1, 0.0], [0.0, -0.1, -0.1], [0.0, 0.1, 0.0], [0.0, 0.0, -0.1]], "relative_energy_ev": 0.000, "orbital_gap_ha": 0.1992, "largest_force_ev_per_a": 1.79, "molar_mass_g_mol": 840.1, "charge": -2}